1.
Density functional theory data (wB97M-V/def2-TZVPD) for an isolated molecule of C7H10.

Each line ends with the Mulliken charge.
Cartesian coordinates (Å):
C (1.078, -0.364, 1.143)  -0.790
C (-0.266, 0.291, 1.570)  -0.782
C (-0.345, 1.033, 0.205)  -0.159
C (1.016, 0.415, -0.189)  0.004
C (0.346, -0.261, -1.394)  -0.455
C (-0.866, -1.086, -1.044)  -0.593
C (-0.980, 0.397, -1.054)  -0.394
H (1.926, -0.102, 1.782)  0.288
H (1.058, -1.451, 1.022)  0.269
H (-1.081, -0.388, 1.841)  0.289
H (-0.130, 1.001, 2.393)  0.281
H (-0.480, 2.114, 0.265)  0.447
H (1.856, 1.063, -0.450)  0.456
H (0.798, -0.366, -2.377)  0.387
H (-1.287, -1.616, -1.899)  0.271
H (-0.987, -1.597, -0.094)  0.095
H (-1.656, 0.917, -1.718)  0.385

Output
HOMO energy in eV: -9.069
SMILES string: C1C[C@H]2[C@@H]1[C@H]1C[C@@H]21
Kohn-Sham gap in eV: 10.31
M in g/mol: 94.16
Relative energy (zero: lowest compared OMol25 entry of this formula, charge and spin) in kcal/mol: 59.3
Total energy in a.u.: -272.62344

2.
Density functional theory data (wB97M-V/def2-TZVPD) for a cluster of 3 separate species, C3H14NO2 in total at a distorted geometry.

Each line ends with the Mulliken charge.
Cartesian coordinates (Å):
C (0.231, 0.492, -0.576)  -0.622
C (-0.081, 1.955, -0.843)  -0.222
C (-0.733, 2.061, -2.230)  -1.343
N (0.152, 0.160, 0.894)  -0.246
H (-0.597, -0.062, -1.004)  0.366
H (1.202, 0.145, -0.938)  0.318
H (0.794, 2.611, -0.856)  0.344
H (-0.814, 2.344, -0.139)  0.281
H (-0.226, 1.387, -2.930)  0.338
H (-1.790, 1.785, -2.159)  0.358
H (-0.684, 3.045, -2.664)  0.380
H (0.980, 0.349, 1.453)  0.338
H (-0.518, 0.804, 1.324)  0.367
H (-0.161, -0.811, 1.014)  0.365
H (-0.015, -2.738, 2.816)  0.303
H (-1.041, -1.699, 3.300)  0.310
O (-0.565, -2.009, 2.515)  -0.647
H (1.111, -3.798, 0.872)  0.322
H (1.397, -3.106, -0.398)  0.318
O (1.360, -2.914, 0.550)  -0.628

Output
HOMO energy in eV: -15.400
Charge: +1
Kohn-Sham gap in eV: 12.27
M in g/mol: 96.15
Relative energy (zero: lowest compared OMol25 entry of this formula, charge and spin) in kcal/mol: 16.1
Total energy in a.u.: -327.69690

3.
Density functional theory data (wB97M-V/def2-TZVPD) for a structure of composition C16H26NO3S4Si2TeV.

Each line ends with the Mulliken charge.
Cartesian coordinates (Å):
V (2.703, -0.088, 0.616)  0.662
S (6.764, -1.189, 1.636)  -0.210
C (5.230, -0.935, 1.210)  0.326
S (4.651, -0.699, -0.441)  -0.365
S (3.902, -0.806, 2.416)  -0.326
O (1.223, 5.605, 2.421)  -0.650
S (0.679, 4.711, 1.451)  1.214
O (-0.247, 5.189, 0.470)  -0.606
N (1.911, 3.887, 0.692)  -0.636
C (1.887, 2.646, 1.018)  0.172
O (2.715, 1.769, 0.536)  -0.528
C (0.811, 2.210, 1.963)  1.109
C (0.550, 0.965, 2.505)  -0.154
C (-0.560, 0.820, 3.329)  -0.994
C (-1.382, 1.908, 3.608)  -0.585
C (-1.108, 3.168, 3.084)  -0.706
C (-0.004, 3.284, 2.267)  -0.110
H (1.191, 0.093, 2.357)  0.486
H (-0.782, -0.143, 3.769)  0.463
H (-2.239, 1.772, 4.254)  0.420
H (-1.735, 4.018, 3.311)  0.467
C (-3.878, 1.255, -1.080)  -1.123
Si (-2.154, 1.230, -1.815)  0.219
C (-2.187, 0.460, -3.524)  -1.056
C (-1.399, 2.935, -1.847)  -0.866
C (-1.103, 0.132, -0.684)  0.120
Te (0.881, -0.157, -1.416)  0.094
C (0.657, -2.162, -2.094)  -0.869
Si (0.568, -3.517, -0.781)  0.127
C (-0.939, -3.321, 0.321)  -0.923
C (2.110, -3.371, 0.260)  -0.330
C (0.498, -5.159, -1.678)  -1.022
H (-4.547, 1.882, -1.671)  0.362
H (-3.869, 1.652, -0.065)  0.342
H (-4.309, 0.253, -1.046)  0.328
H (-2.754, 1.091, -4.210)  0.348
H (-2.662, -0.522, -3.513)  0.329
H (-1.187, 0.349, -3.948)  0.341
H (-1.882, 3.566, -2.593)  0.431
H (-0.336, 2.913, -2.094)  0.331
H (-1.490, 3.441, -0.886)  0.152
H (-1.519, -0.870, -0.568)  0.104
H (-1.011, 0.565, 0.313)  -0.233
H (1.536, -2.334, -2.720)  0.478
H (-0.205, -2.140, -2.763)  0.478
H (-0.881, -2.424, 0.942)  0.202
H (-0.992, -4.177, 0.996)  0.378
H (-1.876, -3.288, -0.236)  0.342
H (2.136, -2.398, 0.775)  -0.231
H (3.032, -3.441, -0.318)  0.362
H (2.146, -4.109, 1.063)  0.388
H (-0.392, -5.238, -2.302)  0.308
H (0.478, -5.987, -0.968)  0.310
H (1.368, -5.297, -2.320)  0.329

Output
HOMO energy (alpha / beta) in eV: -8.259 / -8.254
⟨S²⟩: 2.03
Kohn-Sham gap (alpha / beta) in eV: 7.02 / 7.58
M in g/mol: 643.37
Relative energy (zero: lowest compared OMol25 entry of this formula, charge and spin) in kcal/mol: 0.0
Total energy in a.u.: -4289.59094
2S+1: 3

4.
Density functional theory data (wB97M-V/def2-TZVPD) for a cluster of 14 separate species, C6H37NO14 in total at a distorted geometry.

Each line ends with the Mulliken charge.
Cartesian coordinates (Å):
O (0.961, -4.361, -1.436)  -0.570
C (1.018, -3.227, -1.049)  0.017
C (-0.072, -2.677, -0.209)  0.640
C (-0.351, -1.238, -0.848)  -0.175
C (-0.935, -0.114, -0.006)  1.441
C (-3.107, 0.678, 0.996)  -1.303
C (-2.331, -0.303, 0.468)  -0.361
N (-1.251, -3.572, -0.062)  -0.644
H (1.910, -2.652, -1.090)  0.387
H (0.340, -2.532, 0.781)  -0.292
H (-0.960, -1.282, -1.767)  0.442
H (0.593, -0.723, -1.235)  -0.167
H (-0.333, 0.209, 0.864)  0.474
H (-0.951, 0.711, -0.745)  -0.985
H (-2.818, 1.591, 1.374)  0.274
H (-4.170, 0.804, 1.041)  0.352
H (-2.751, -1.247, 0.381)  0.360
H (-2.030, -3.341, -0.670)  0.265
H (-0.832, -4.448, -0.413)  0.264
H (-1.993, 1.312, 3.541)  0.309
H (-0.749, 0.697, 4.244)  0.343
O (-1.116, 1.488, 3.880)  -0.755
H (1.168, 2.760, 2.734)  0.276
H (-0.134, 1.918, 2.620)  0.355
O (0.528, 2.424, 2.100)  -0.772
H (-0.207, -0.556, -3.777)  0.258
H (-0.281, 0.856, -3.290)  0.454
O (0.324, 0.116, -3.683)  -0.715
H (-0.685, -1.495, 3.319)  0.359
H (0.756, -1.046, 3.131)  0.257
O (-0.034, -0.842, 3.602)  -0.645
H (-0.159, 2.974, 0.559)  0.364
H (-1.368, 3.834, 0.079)  0.263
O (-0.583, 3.455, -0.223)  -0.615
H (-1.956, -3.624, 1.918)  0.370
H (-0.659, -4.094, 2.595)  0.307
O (-1.493, -3.695, 2.787)  -0.702
H (-0.607, 2.411, -1.722)  0.122
H (-1.238, 2.873, -3.005)  0.253
O (-1.175, 2.080, -2.413)  -0.579
H (1.533, 3.763, -2.071)  0.273
H (2.535, 3.263, -1.076)  0.387
O (2.371, 3.410, -2.008)  -0.723
H (-2.546, 0.928, -2.403)  0.306
H (-3.762, 0.718, -1.640)  0.315
O (-3.335, 0.440, -2.412)  -0.647
H (2.715, -0.155, -1.364)  0.241
H (3.818, -0.815, -0.419)  0.306
O (2.979, -0.380, -0.425)  -0.506
H (3.182, 1.183, 0.461)  0.484
H (2.136, 1.953, 1.300)  0.397
O (3.005, 1.944, 0.961)  -0.719
H (2.956, -1.109, 1.620)  0.368
H (2.384, -2.143, 0.865)  0.269
O (2.514, -1.983, 1.745)  -0.710
H (2.633, 1.705, -2.545)  0.415
H (1.932, 0.414, -3.285)  0.379
O (2.681, 0.742, -2.677)  -0.761

Output
HOMO energy in eV: -9.824
Kohn-Sham gap in eV: 9.79
M in g/mol: 347.36
Relative energy (zero: lowest compared OMol25 entry of this formula, charge and spin) in kcal/mol: 78.5
Total energy in a.u.: -1358.85731

5.
Density functional theory data (wB97M-V/def2-TZVPD) for a cluster of 2 separate species, C4H10N2O2 in total at a distorted geometry.

Each line ends with the Mulliken charge.
Cartesian coordinates (Å):
C (-1.071, -0.971, -2.651)  -1.164
C (0.298, -0.771, -2.084)  0.866
O (1.248, -1.466, -2.793)  -0.516
C (0.622, -0.023, -1.009)  -0.518
N (-0.249, 0.576, -0.133)  -0.429
H (-1.439, -1.973, -2.407)  0.241
H (-1.776, -0.237, -2.267)  0.328
H (-1.032, -0.893, -3.734)  0.310
H (2.111, -1.350, -2.382)  0.290
H (1.657, 0.001, -0.685)  0.195
H (0.062, 1.419, 0.593)  0.335
H (-1.193, 0.675, -0.488)  0.108
C (0.034, 0.601, 3.667)  -0.619
N (0.850, 1.016, 2.559)  0.038
O (0.405, 2.014, 1.932)  -0.339
H (0.686, 0.207, 4.443)  0.267
H (-0.594, 1.392, 4.090)  0.327
H (-0.619, -0.216, 3.347)  0.279

Output
HOMO energy (alpha / beta) in eV: -6.740 / -6.741
SMILES string: C/C(O)=C\N.CN=O
Kohn-Sham gap (alpha / beta) in eV: 5.64 / 5.64
M in g/mol: 118.14
Relative energy (zero: lowest compared OMol25 entry of this formula, charge and spin) in kcal/mol: 132.5
Total energy in a.u.: -418.24976

6.
Density functional theory data (wB97M-V/def2-TZVPD) for an isolated molecule of C5H10IP at a distorted geometry.

Each line ends with the Mulliken charge.
Cartesian coordinates (Å):
C (0.764, 0.452, -1.396)  -0.625
C (0.562, 1.886, -0.825)  -0.347
C (1.589, -0.549, -0.471)  -0.255
C (-0.201, -2.270, 0.199)  -1.356
C (0.902, -1.339, 0.564)  0.240
P (-0.006, 1.872, 0.883)  -0.149
I (3.402, 0.282, 0.112)  0.053
H (-0.194, 0.072, -1.668)  0.372
H (1.381, 0.711, -2.398)  0.244
H (1.497, 2.605, -0.966)  0.320
H (-0.033, -2.988, -0.641)  0.350
H (-1.134, -1.872, -0.113)  0.352
H (-0.397, -3.075, 0.907)  0.377
H (1.703, -1.970, 0.951)  0.254
H (0.539, -0.427, 1.268)  0.013
H (-1.431, 1.510, 0.582)  0.062
H (-0.447, 3.262, 1.067)  0.095

Output
HOMO energy (alpha / beta) in eV: -7.825 / -8.098
Kohn-Sham gap (alpha / beta) in eV: 7.43 / 7.93
M in g/mol: 228.01
Relative energy (zero: lowest compared OMol25 entry of this formula, charge and spin) in kcal/mol: 91.8
Total energy in a.u.: -835.36629